DFT (wB97M-V/def2-TZVPD) results for a gas-phase ion, CH4N3S2 (charge +1) in a non-equilibrium geometry.

Properties
orbital gap	8.36	eV
total charge	+1
energy above the lowest of the compared OMol25 structures with the same formula, charge and spin	36.0	kcal per mole
E	-27232.8347	eV

Positions of all 10 atoms, in Å:
C1 0.143 -1.571 -0.075
N1 0.966 -0.663 0.160
N2 -0.640 1.315 0.099
N3 -0.804 -2.259 -0.180
S1 1.332 0.851 0.566
S2 2.791 1.332 -0.525
H1 -0.923 0.934 1.024
H2 -0.761 2.370 0.023
H3 -1.311 -3.058 -0.443
H4 -0.794 0.749 -0.649